C14H17AsBrNO8PtS as an isolated structure at a distorted geometry. Source: the Open Molecules 2025 dataset; level of theory: ωB97M-V/def2-TZVPD.

```
44
Properties=species:S:1:pos:R:3:forces:R:3
Pt -0.101 -0.337 -0.740 -0.9 1.2 -1.4
O 0.614 -1.785 3.200 -0.2 0.1 0.3
As 1.452 -0.770 2.078 0.4 -0.9 -0.4
O 2.529 0.209 2.776 0.3 0.4 0.3
O 0.285 0.065 1.172 -0.6 -0.3 0.1
C 2.380 -1.982 0.860 0.1 0.3 0.3
C 3.763 -1.852 0.967 0.1 0.1 0.0
C 4.619 -2.584 0.160 0.0 0.0 0.0
C 4.097 -3.458 -0.777 -0.1 0.0 0.0
C 2.722 -3.614 -0.873 0.2 -0.2 -0.1
C 1.870 -2.895 -0.052 -0.3 -0.3 -0.1
S 0.126 -3.243 -0.281 0.3 0.3 0.3
O -0.195 -2.406 -1.511 0.3 0.5 0.9
O -0.013 -4.650 -0.503 0.0 0.1 -0.4
O -0.573 -2.683 0.857 -0.1 -0.3 0.3
H -0.081 -2.238 2.692 0.0 -0.1 0.0
H 4.158 -1.154 1.694 0.0 0.0 0.0
H 5.689 -2.469 0.266 0.0 0.0 0.0
H 4.750 -4.034 -1.418 0.0 0.0 0.0
H 2.299 -4.323 -1.570 0.0 0.0 0.0
O -1.225 1.694 -0.294 0.6 -0.3 0.3
H -2.168 1.486 -0.282 0.0 -0.1 -0.1
H -0.902 1.522 0.614 -0.1 0.2 0.1
Br -3.108 -0.224 -2.261 -0.2 -0.1 0.1
C -1.558 -0.191 -3.311 -0.1 0.1 -0.1
C -1.691 -0.311 -4.685 0.0 0.1 0.0
C -0.547 -0.342 -5.457 0.0 0.0 0.1
C 0.686 -0.247 -4.831 0.0 0.0 0.0
C 0.731 -0.124 -3.461 0.0 0.2 0.1
N -0.383 -0.072 -2.700 0.1 -1.1 -0.6
H -2.676 -0.394 -5.118 0.0 0.0 0.0
H -0.619 -0.450 -6.531 0.0 0.0 0.0
H 1.610 -0.283 -5.387 0.0 0.0 0.0
H 1.659 -0.057 -2.913 0.0 0.0 0.0
C 1.942 2.765 0.082 -0.1 0.1 0.0
C 2.789 1.612 -0.346 0.1 -0.2 0.1
C 4.214 1.616 0.118 0.0 -0.1 0.1
O 2.345 0.674 -0.989 0.2 0.3 -0.1
H 2.409 3.699 -0.233 0.0 0.0 0.0
H 1.906 2.770 1.175 0.0 0.0 0.0
H 0.938 2.692 -0.327 0.0 0.0 0.0
H 4.678 2.592 -0.012 0.0 0.0 0.0
H 4.779 0.841 -0.394 0.0 0.0 0.0
H 4.184 1.396 1.191 0.0 0.0 0.0
```
Forces are in eV/Å.

Results
Total energy ... -6527.63280 a.u.
Orbital gap (alpha / beta) ... 8.0490 / 8.0481 eV
Energy relative to the best compared isomer or geometry (same formula, charge and spin) ... 18.6 kcal/mol
E_LUMO (alpha / beta) ... -0.986 / -0.987 eV